# 1
ORCA calculation (ωB97M-V/def2-TZVPD) on a cluster of 2 separate species, C3H5P in total at a distorted geometry.

Results
* M: 72.0 g mol⁻¹
* SMILES: C#CP=C.[H][H]
* total charge: 0
* orbital gap: 0.3376 Eh

Cartesian coordinates (Å):
C (3.215, 1.484, 0.124)
C (2.545, 0.505, -0.021)
C (0.333, -1.013, 0.254)
P (1.972, -1.196, -0.100)
H (3.280, 2.510, -0.069)
H (-2.591, -1.087, 0.291)
H (-0.117, -0.129, 0.387)
H (-0.304, -1.760, 0.344)
H (-1.877, -0.978, 0.326)

# 2
ORCA calculation (ωB97M-V/def2-TZVPD) on the molecule C3H5P at a distorted geometry.

Results
* M: 72.0 g mol⁻¹
* SMILES: P=C1CC1
* total charge: 0
* orbital gap: 0.3459 Eh

Cartesian coordinates (Å):
C (0.385, 0.169, -0.293)
C (-0.817, 0.646, 0.361)
C (-0.522, -0.808, 0.429)
P (1.752, 0.645, -1.098)
H (-0.681, 1.333, 1.257)
H (-1.478, 1.145, -0.233)
H (-1.081, -1.594, -0.067)
H (0.053, -1.009, 1.345)
H (2.389, -0.527, -1.701)

Values for E_tot, eV, ordered as above
-12475.9909, -12477.7194
Values for energy above the lowest of the compared OMol25 structures with the same formula, charge and spin, kcal/mol, ordered as above
61.0, 21.2